Record 1
The following is a DFT calculation (the ωB97M-V functional and the def2-TZVPD basis) of C44H43F13O3Si2 as an isolated structure at a distorted geometry.

ORCA input file:
```
! RIJCOSX wB97M-V def2-TZVPD def2/J DEFGRID3
* xyz 0 1
H -6.5072 -5.6854 -7.5606
H 3.9839 10.3050 5.3691
C 4.5218 5.3036 8.2997
H -6.5321 -6.2362 -5.1271
C 2.9080 2.0831 1.5922
C 7.3981 6.5521 2.3317
C -4.3787 -5.5383 0.7025
H -9.5720 -11.0671 -9.1794
C 3.7163 2.7464 3.7587
C 3.6894 5.6232 9.3720
H -3.5026 -9.1997 -5.7481
O -6.3052 -3.7994 -2.4958
H 1.6271 2.4865 3.2654
C -6.8590 -9.3213 -10.2309
F 1.8856 1.7869 0.7788
H 1.9436 -1.6174 -1.3343
C 7.9413 7.7503 2.7947
C -5.8527 -6.4597 -7.1677
C -8.9815 -10.3355 -9.7253
H 9.6479 6.5670 5.4947
F 7.1341 4.2215 2.5764
C 8.4615 5.3657 4.1545
H 2.6712 2.8360 6.8739
H -7.1005 -10.9445 -8.8489
H -3.4891 -8.6885 -8.1916
O -5.8818 -2.7157 -4.6108
H -5.5835 -1.1602 -1.4035
C 4.2090 2.0254 1.1048
H -10.6784 -9.5171 -10.7729
H 8.2574 12.7485 4.7121
C 8.7505 7.7540 3.9318
C 5.7434 10.5336 4.1449
F -3.0882 -6.1269 1.1967
H -6.8694 -7.7100 -11.6473
Si -1.9644 -2.5119 -1.1386
C -9.6027 -9.4613 -10.6206
C 9.0141 6.5621 4.6114
C 4.1415 4.3025 7.4129
C 6.9378 11.2255 3.9759
H 8.6484 4.4316 4.6741
F 4.9382 3.9994 6.3795
C 4.9160 10.8454 5.2237
H 0.0702 -2.6837 -2.7956
C -5.8672 -6.7601 -5.8058
H 6.7707 13.3337 6.6286
F -5.5343 -9.2538 -10.0431
F -4.2176 -4.6363 3.1689
C -5.1338 -4.8640 2.0132
C 5.2873 11.8540 6.1161
C -7.6014 -10.2683 -9.5339
C 6.4857 12.5462 5.9351
C -5.5956 -1.1278 -2.5942
C 7.6607 5.3715 3.0177
H 0.7558 -1.6144 1.5493
C 5.0254 2.6962 3.2774
C 2.9471 3.6106 7.5819
H 1.1876 3.3819 8.8060
C -5.1295 -4.7066 -2.3388
H 9.1781 8.6876 4.2911
F -5.1835 -6.7115 0.2019
H 5.8563 2.9363 3.9374
C 2.6515 2.4439 2.9103
C -4.1584 -8.4384 -6.1578
H 1.8432 5.1769 10.3918
H -2.9628 -1.8734 -2.0341
F -2.2793 -1.9099 0.5070
F -6.1865 -5.8523 2.4448
H -6.3850 -0.2929 -2.8734
C -5.9277 -2.5988 -3.2598
C 2.4910 4.9310 9.5531
H 6.2939 2.3042 1.5763
C -0.2372 -2.0417 -1.8464
C 0.7658 -1.0315 0.5271
H -4.5473 -0.7263 -2.9959
C -4.9974 -7.1543 -8.0243
Si -4.0768 -4.2821 -0.7411
C 5.2735 2.3388 1.9499
H -5.5942 -5.7830 -2.1485
F 7.7346 10.9224 2.9425
C -4.1516 -8.1461 -7.5216
H -4.4937 -2.9061 -0.3716
H -0.2102 -0.3858 0.4667
H 5.4611 5.8254 8.1491
F 1.3980 -3.4183 -0.3051
H 3.9743 6.4107 10.0655
F -5.8272 -3.5885 1.7041
H 3.5259 3.0209 4.7934
C 7.3181 12.2266 4.8627
H -4.9886 -6.9235 -9.0875
O -2.3348 -4.2340 -1.1619
H 7.7342 8.6798 2.2698
C -5.0177 -7.7444 -5.3131
H -0.3285 -0.9189 -2.2392
H -9.3332 -7.8411 -12.0186
H 1.6676 -0.2525 0.5566
H 4.6395 12.0999 6.9548
C -8.8481 -8.5177 -11.3192
H 4.3830 1.7376 0.0731
H 6.7743 6.5297 1.4443
C 0.9890 -2.0453 -0.7588
C 2.1197 3.9223 8.6607
H -4.4210 -4.7006 -3.2809
H 5.4675 9.7590 3.4369
C -7.4699 -8.4433 -11.1193
F -5.0275 -8.0289 -4.0041
*
```

## Properties
- frontier orbital gap (hartree) = 0.3302
- E_LUMO (eV) = -0.07



Record 2
The following is a DFT calculation (the ωB97M-V functional and the def2-TZVPD basis) of C44H44BBrF4N5O7SSb2Tl as an isolated structure at a distorted geometry.

ORCA input file:
```
! RIJCOSX wB97M-V def2-TZVPD def2/J DEFGRID3
* xyz -2 1
N -2.2436 -1.0366 -3.5244
F -1.5649 4.4840 0.2869
H 0.3430 1.3755 -4.6718
H -2.5068 -1.8187 -2.9321
N 3.1990 -0.0245 -6.3648
C -3.3341 2.2008 1.2546
C 4.1795 -3.4603 -1.6170
H -2.7536 -4.7016 -2.4714
H -0.2511 1.2902 -7.0440
O 8.2536 0.3946 -3.3781
C -2.2274 -0.4407 5.9668
H -4.7924 -1.9312 -3.6884
C -4.4596 1.2162 1.0066
H -1.8732 -1.3332 6.4694
H -8.3490 -4.6728 2.0157
C -0.9813 -4.7157 -1.2813
H 1.3502 -2.6082 -3.2366
C -6.2044 -4.7409 1.9097
H -0.4609 -2.8038 1.4535
C 3.3100 -3.2817 -2.6811
H -8.4380 -2.2168 1.7678
F -2.1593 3.4659 -1.6488
H -0.4929 -5.4618 -1.8888
H 1.4171 2.1534 2.1014
H -0.6616 6.0816 4.2183
C -1.2015 -1.3883 -4.3542
H -4.1066 -1.8448 -5.3170
S -0.7907 -2.9974 -4.4939
H -3.7898 0.2997 -3.1553
H -3.1910 0.2748 -0.4582
C -3.5511 1.5518 5.9509
H 6.2376 0.2009 -2.0676
C -4.4925 -1.2546 -4.4870
O 8.0181 0.3553 -5.5174
C -0.3343 -4.1813 -0.1825
H -4.8082 -0.4459 -0.3535
H -1.1204 2.6207 -6.2632
H -4.2364 2.2293 6.4466
N 1.6766 -2.3128 -1.2377
H 2.8381 3.9409 3.0255
Br 4.8142 -3.3863 1.1426
C 2.0661 -2.7219 -2.4392
H -4.0780 -4.5068 1.7774
H 0.3161 -0.7658 -5.5002
C 3.9507 0.0728 -5.1804
C -3.0872 0.4303 6.6172
C -5.0789 -2.6288 1.6054
O 2.0811 0.0045 -3.7268
C -2.2419 -2.7952 0.2776
C 1.1777 5.1190 3.6977
Sb -1.4769 1.3306 1.9620
C 3.7715 0.0060 -1.2897
C -7.4351 -4.1044 1.8994
N 7.5497 0.3343 -4.3806
O 1.9739 -0.0832 -6.3250
Sb -3.2325 -1.4562 1.6511
C -3.1400 1.8095 4.6534
C -0.4159 3.0726 2.6923
H -1.1337 -0.8461 4.1702
B -1.0996 3.7970 -0.8176
C -2.2559 -4.2852 -1.6084
H 3.6017 -3.5697 -3.6812
C -0.2021 5.2099 3.7678
C -5.0391 -4.0069 1.7682
C 4.2455 0.1048 -2.7476
C 3.7403 -3.0698 -0.3653
C -2.2604 0.9632 3.9948
C 5.5881 0.1901 -2.9309
N -0.5312 -0.4614 -5.0300
Tl 0.4005 0.1282 -1.6693
H 2.1531 -2.1297 0.7492
H 5.7551 0.1625 -6.3212
F -0.1656 4.5178 -1.4981
C -1.0212 1.5402 -6.3188
C -6.3166 -2.0012 1.6170
C -7.4855 -2.7290 1.7557
C 6.1571 0.2334 -4.2236
H 1.7966 5.9136 4.0957
H -3.6509 2.9875 1.9383
C 1.7615 4.0160 3.0990
C -2.8801 -3.3240 -0.8337
C -0.9932 4.1898 3.2680
H -1.3487 1.2785 -4.1859
C 2.4927 -2.4860 -0.2142
C -3.9928 -0.0056 0.2256
H 0.6540 -4.5230 0.0855
H -3.3944 0.2327 7.6373
C -0.6349 0.9785 -4.9514
C -3.4080 -0.3020 -3.9851
H -2.0690 4.2867 3.3076
H -5.3676 -0.6990 -4.8193
H -3.1253 0.3665 -4.7952
C -0.9630 -3.2223 0.5910
H -3.8869 -2.9993 -1.0699
H -3.0659 2.6674 0.3157
H 5.1714 -3.8653 -1.7599
H -3.5172 2.6905 4.1516
H -6.3670 -0.9242 1.5225
O 3.7980 -0.0462 -7.4400
H -4.9061 0.9092 1.9641
H -6.1531 -5.8131 2.0452
H -5.2457 1.7321 0.4394
O 2.7006 0.5666 -0.9712
O 4.5166 -0.6411 -0.5448
H -1.9630 1.1152 -6.6650
C 0.9648 3.0025 2.5974
C -1.8204 -0.1683 4.6714
C 3.3158 0.0659 -3.8629
F -0.5449 2.5634 -0.3427
C 5.3291 0.1532 -5.3272
*
```

## Properties
- relative energy (zero: lowest compared OMol25 entry of this formula, charge and spin) (eV) = 1.418
- frontier orbital gap (hartree) = 0.2641
- E_LUMO (eV) = 3.59



Record 3
The following is a DFT calculation (the ωB97M-V functional and the def2-TZVPD basis) of C44H44CoN5O6S as an isolated structure.

ORCA input file:
```
! RIJCOSX wB97M-V def2-TZVPD def2/J DEFGRID3
* xyz 0 5
H 4.2543 -2.4778 3.3793
N -0.4596 1.9487 1.5037
C -0.0079 1.8230 2.8562
C -0.8135 1.1883 3.8066
C 1.4436 1.9286 -3.3404
H 3.2058 -6.1418 3.5878
C 1.3337 -4.2494 3.9506
C -0.2723 0.9844 5.0733
H 7.4681 0.2521 0.2277
C 0.1226 1.1943 -3.3980
C -1.1684 2.0166 -3.2384
H -3.0919 3.6050 2.1782
H -3.1084 3.4230 -1.8331
O 1.7969 -0.1208 0.9332
H 4.7214 2.8896 -1.7095
C 1.0074 1.4036 5.3923
H -3.5913 3.9444 -0.2147
H -2.4102 0.5629 2.4721
H 3.1551 2.7161 2.2011
C 2.9118 -0.5765 0.7850
H 5.5532 -1.0864 1.1275
C 2.5740 -5.1359 1.0112
N -0.9349 -1.6110 1.7416
H -2.9397 1.4648 3.9115
C -2.2215 0.7334 3.5295
H 2.9529 -6.0508 1.4475
H 0.1840 -1.8368 -4.8853
H -1.5608 3.7873 3.0547
N 7.3069 2.4212 -1.2977
H 2.7760 2.3904 4.6800
H 3.8957 -5.0519 4.7794
C 2.4860 -4.0171 1.7907
N 0.7685 -1.8604 -0.7671
N -1.5890 1.5128 -0.7618
C 4.8794 2.0322 -1.0733
H -5.0103 -0.0215 -2.0940
H -1.6145 0.8011 -6.3630
C 4.0761 0.1964 0.2473
C -1.6618 0.9944 -2.1352
H 2.0693 4.0937 2.3411
C -2.7376 3.7147 -0.8545
C 5.3772 -0.2067 0.5250
H 1.6043 2.5559 -4.2229
H 1.4803 2.5765 -2.4587
C 3.6567 -5.1570 3.7199
C -0.3056 -1.0668 -4.2985
C 1.9881 -2.7416 1.1995
C -0.0833 0.3879 -4.7196
H -0.8755 0.4750 5.8155
H -2.7596 2.4836 -4.8086
Co -0.0561 0.3421 -0.0628
C -2.9024 0.2135 -2.3923
C -2.8012 -0.8735 -3.1563
C 1.2826 2.2658 3.1573
H 0.6430 -3.4340 3.7226
C 0.4224 -2.1588 -1.9836
C 1.5304 -4.0488 -0.8819
C -1.5384 -1.5394 -3.5642
H 3.3969 -2.7670 4.8970
H 1.4406 -4.3085 5.0366
O 8.4237 2.0250 -1.0494
O 3.2018 -1.8371 1.0303
H -4.1016 0.4147 -0.6444
O -1.7378 -2.2213 2.4158
H -1.6751 -2.6106 -3.6831
C -1.8577 1.9342 -4.5646
C 1.7758 2.0498 4.4372
C -2.0197 3.7795 2.0693
H 0.8826 -5.1776 3.5962
O -1.4584 -0.8230 0.8444
H 0.7982 0.4234 -5.3673
H 2.2678 -6.1014 -0.9099
C 6.1608 1.6274 -0.7568
C -0.2781 0.2472 -2.2418
H -1.9010 4.7625 1.6073
H -1.0554 3.0332 -2.8550
C 2.7120 -4.0307 3.2960
H -3.7039 -1.4439 -3.3531
C 1.3944 -2.8993 -0.1462
H -4.4582 1.6391 -1.8689
C 2.1517 -5.1920 -0.3387
S 0.8394 -3.7789 -2.4539
H 2.6105 -1.8608 3.6127
C -1.2684 1.0573 -5.3688
H 4.5912 -5.1295 3.1558
H 2.2748 1.2199 -3.2730
H 1.7535 2.8507 1.1364
C -1.4001 2.7439 1.1841
H 1.2915 -2.2151 1.8543
C -4.1899 0.5903 -1.7202
H 2.8033 1.5700 -0.7868
C 3.2780 -2.7008 3.8139
C 6.4440 0.5258 0.0269
H -2.4115 -0.2128 4.0341
C -0.2802 -1.1505 -2.7927
O 7.0421 3.4064 -1.9494
H -2.1559 4.6338 -0.9587
C 3.8233 1.3025 -0.5511
C -1.9189 2.6164 -0.2465
H 1.4048 1.2280 6.3837
C 2.1086 3.0179 2.1501
*
```

## Properties
- frontier orbital gap (spin up / spin down) (hartree) = 0.2316 / 0.2540
- E_LUMO (spin up / spin down) (eV) = -0.88 / -1.02
- ⟨S²⟩ = 6.05



Record 4
The following is a DFT calculation (the ωB97M-V functional and the def2-TZVPD basis) of C44H45CrN5OP2 as an isolated structure.

ORCA input file:
```
! RIJCOSX wB97M-V def2-TZVPD def2/J DEFGRID3
* xyz 3 4
H 0.2180 3.7506 -1.6486
N -0.5521 -1.8645 1.0237
H -4.7734 4.5617 -0.4273
N -1.9415 2.2140 -1.6116
C 2.4947 0.1176 3.8316
C 2.0088 -0.1705 2.5721
C 1.9205 -3.1081 0.7238
P -1.4386 -0.4785 0.5430
H 1.2405 3.2487 4.0516
H -5.6389 -2.7821 -2.4247
H 1.9349 0.5844 -3.1461
C -2.1130 0.2422 2.0427
H 4.7102 3.5852 0.3020
H 2.2564 3.9457 0.8179
C -2.1319 0.5447 4.4280
C -3.9840 3.8973 -0.7535
H 0.4454 0.2282 -4.0283
H -0.8593 2.4920 1.5754
C -2.8167 -1.1007 -0.4138
C 0.2774 -2.7747 -1.5690
Cr 0.7586 0.5381 -0.1381
N 1.2628 0.6962 1.8719
C -2.6640 4.1355 -0.3864
H 1.3640 3.0119 -3.0980
H 4.2967 -5.7510 2.2268
C -0.2623 -4.2064 -3.8839
C 5.0506 0.3478 -0.6168
H -3.6617 -1.8782 -3.6009
H 2.2306 -1.1198 2.1082
H -5.7997 -2.6366 0.0350
C -4.2594 2.8117 -1.5696
H -0.6618 1.2611 -2.0020
H 2.0742 3.8483 -0.9160
H -3.5348 1.9820 5.1767
C 5.4289 1.6281 -0.2296
C 3.7996 -4.5953 0.4903
H -1.2102 -4.0433 -0.6428
H -0.4703 -4.7695 -4.7840
P 0.7618 -1.9621 -0.0418
C 1.4683 2.2671 3.6584
H 3.3718 -0.9313 -0.9886
H 1.2394 -2.9880 -4.8140
C 2.2195 1.3577 4.3887
C 0.1868 2.8074 1.5494
C 2.9413 -3.6564 -0.0566
H 1.7162 -1.7063 -2.7630
H 2.4853 -4.7952 3.6076
H 2.5967 1.6193 5.3686
C -2.7171 -1.1990 -1.8013
H -0.1697 4.6273 -0.1790
H 6.4748 1.8850 -0.1253
C -4.8432 -2.3138 -1.8606
N 2.7534 0.9772 -0.4712
H -1.8330 -0.8325 -2.3137
H 3.0494 -3.3836 -1.1005
C 0.9092 0.9081 -3.3140
H -4.0160 -1.5462 1.3305
C -1.6737 3.2819 -0.8415
C -3.6269 1.8264 3.0385
C -0.6740 -3.7938 -1.5516
N 0.6438 2.7252 0.1359
H -3.5326 1.4335 0.9339
H 4.5837 -5.0261 -0.1174
C 2.0344 3.2561 -0.0004
C 4.4487 2.5747 0.0165
C 3.1180 2.2194 -0.1249
H -3.3941 1.1471 -2.6141
C -1.6171 -0.0842 3.3022
C 2.6194 -4.4663 2.5859
H 0.9767 -3.0985 2.6677
C -3.7346 -1.8013 -2.5239
C -3.1297 1.5014 4.2961
O 0.2075 0.7194 -2.0516
C 3.6362 -5.0032 1.8088
H 0.2342 3.8388 1.9106
H -2.4068 4.9923 0.2222
C -0.9482 -4.4995 -2.7111
C 3.7078 0.0602 -0.7146
C 0.8637 2.3361 -3.7948
H 5.7830 -0.4173 -0.8308
H 1.3906 2.4044 -4.7467
C -3.1243 1.1971 1.9110
H -1.0536 -2.7114 1.2844
C 1.0026 1.9019 2.4112
H -1.7647 0.2779 5.4101
C 0.9636 -2.4858 -2.7457
H -0.1592 2.6768 -3.9596
H -1.6910 -5.2858 -2.6993
C -0.2252 3.6467 -0.6594
C 0.6973 -3.2031 -3.9028
H 3.0900 -0.6179 4.3539
C -4.9368 -2.2318 -0.4763
H -5.2633 2.6011 -1.9105
H -0.8464 -0.8392 3.4068
C 1.7647 -3.5134 2.0507
H -4.4206 2.5557 2.9417
C -3.2099 1.9975 -1.9681
C -3.9279 -1.6220 0.2537
*
```

## Properties
- relative energy (zero: lowest compared OMol25 entry of this formula, charge and spin) (eV) = 0.000
- frontier orbital gap (spin up / spin down) (hartree) = 0.2817 / 0.2900
- E_LUMO (spin up / spin down) (eV) = -8.63 / -8.40
- ⟨S²⟩ = 3.82



What DFT total energy values result from the calculations? In sequence: -103547.06308 -178322.45562 -114533.25308 -102836.48128 eV.
What M values result from the calculations? In sequence: 923.0 1401.5 829.9 773.8 g mol⁻¹.